# 1
This record from the OMol25 dataset describes a cluster of 2 separate species, C5H14NO in total at a distorted geometry. The level of theory is wB97M-V/def2-TZVPD.

Calculated values
- E_HOMO (alpha / beta) (eV) = -19.848 / -19.853
- spin multiplicity = 2
- relative energy (zero: lowest compared OMol25 entry of this formula, charge and spin) (kcal per mole) = 3.87
- charge = +2
- molecular weight (g/mol) = 104.173
- energy (Ha) = -328.18132
- ⟨S²⟩ = 0.753
- HOMO-LUMO gap (alpha / beta) (Eh) = 0.3964 / 0.2789

The geometry in XYZ format:
```
21
Properties=species:S:1:pos:R:3:mulliken_charge:R:1
C -0.50495 -1.44754 -0.04273 -0.628
C 0.14273 -0.42234 0.94674 -0.660
C 1.33733 0.30525 0.40831 0.988
C 1.12966 1.51063 -0.29098 -0.899
C 2.69327 -0.14792 0.67903 -1.122
N -1.18183 -0.75447 -1.24049 -0.154
H -1.32113 -1.95980 0.45267 0.395
H 0.27240 -2.08553 -0.44385 0.445
H -0.65659 0.27327 1.22406 0.444
H 0.41731 -0.94403 1.86190 0.384
H 0.24180 2.05360 0.02237 0.350
H 1.83501 1.98199 -0.96275 0.371
H 3.39021 0.38655 0.03367 0.422
H 2.72941 -1.22806 0.45356 0.348
H 3.02221 -0.02851 1.71837 0.359
H -0.45993 -0.19367 -1.70001 0.336
H -1.90449 -0.11220 -0.85196 0.234
H -1.51230 -1.42890 -1.93336 0.404
H -3.88671 1.02684 0.10525 0.317
H -2.83393 2.08085 -0.30058 0.312
O -2.94949 1.13398 -0.13923 -0.646
```

# 2
This record from the OMol25 dataset describes a structure of composition C24H18N6ORhS2SeTe at a distorted geometry. The level of theory is wB97M-V/def2-TZVPD.

Calculated values
- E_HOMO (alpha / beta) (eV) = -8.919 / -9.003
- charge = +1
- molecular weight (g/mol) = 780.049
- energy (Ha) = -4905.26583
- HOMO-LUMO gap (alpha / beta) (Eh) = 0.1688 / 0.1720

The geometry in XYZ format:
```
54
Properties=species:S:1:pos:R:3:mulliken_charge:R:1
Rh -0.15766 0.61046 0.24134 -0.100
O -1.38357 0.92786 1.91667 -0.683
N -2.17045 1.96922 2.01676 0.610
C -2.93181 2.05348 3.12928 -0.305
C -3.80167 3.09094 3.33538 -0.712
C -3.90672 4.09401 2.36647 -0.171
C -3.12957 4.00284 1.23636 -0.900
C -2.24512 2.93157 1.05602 0.769
S -1.28003 2.85646 -0.35721 -0.233
H -2.79713 1.23695 3.82483 0.455
H -4.39937 3.11700 4.23370 0.416
H -4.58312 4.92270 2.49756 0.412
H -3.17568 4.73673 0.44651 0.413
Se -1.31256 -2.47398 -6.60545 0.329
N 0.05332 -1.62236 -5.85538 -0.853
C -0.26125 -1.31292 -4.61460 0.854
C 0.60510 -0.60492 -3.71864 -0.080
C 1.86470 -0.13923 -4.05339 -0.439
C 2.61024 0.54318 -3.09427 -0.957
C 2.08048 0.73600 -1.82859 -0.064
N 0.87398 0.31158 -1.47231 0.267
C 0.10979 -0.35400 -2.40250 0.063
C -1.17163 -0.74990 -2.00507 0.180
N -1.55313 -0.42079 -0.72566 0.283
C -2.75265 -0.80003 -0.29996 -0.273
C -3.65920 -1.48268 -1.09508 -1.024
C -3.31118 -1.80503 -2.40699 -0.358
C -2.05878 -1.45170 -2.87660 -0.176
C -1.58025 -1.73183 -4.19814 0.895
N -2.27954 -2.36109 -5.11974 -0.850
H 2.24932 -0.30197 -5.04757 0.571
H 3.59099 0.92398 -3.33012 0.462
H 2.66143 1.25246 -1.07466 0.278
H -3.00488 -0.55910 0.72524 0.591
H -4.62232 -1.75444 -0.69742 0.440
H -4.00330 -2.32186 -3.05231 0.581
C 4.38785 2.88759 1.41573 -1.159
C 3.16596 2.83150 2.34242 -0.191
C 2.10327 2.10905 1.71695 0.383
N 1.29139 1.52629 1.14653 -0.251
H 5.18759 3.43050 1.91022 0.374
H 4.14416 3.40449 0.49058 0.315
H 4.74356 1.88596 1.18575 0.325
H 2.81506 3.84277 2.56780 0.256
H 3.42374 2.34588 3.28783 0.282
Te 0.76751 -2.10336 0.98006 0.232
C 1.61707 -3.78596 1.89764 0.078
C 2.25987 -3.94468 3.10707 -0.420
C 2.70355 -5.25423 3.32617 -0.465
C 2.40127 -6.09341 2.28609 -0.467
S 1.56708 -5.30142 1.03120 -0.107
H 2.39694 -3.13841 3.80728 0.379
H 3.22712 -5.57458 4.21069 0.366
H 2.63022 -7.13756 2.19554 0.381
```

# 3
This record from the OMol25 dataset describes a structure of composition C2H2O2PSn at a distorted geometry. The level of theory is wB97M-V/def2-TZVPD.

Calculated values
- E_HOMO (alpha / beta) (eV) = -2.417 / -2.425
- relative energy (zero: lowest compared OMol25 entry of this formula, charge and spin) (kcal per mole) = 0.00
- charge = -1
- molecular weight (g/mol) = 207.721
- energy (Ha) = -783.35950
- HOMO-LUMO gap (alpha / beta) (Eh) = 0.2329 / 0.2195

The geometry in XYZ format:
```
8
Properties=species:S:1:pos:R:3:mulliken_charge:R:1
P 2.87932 0.96007 0.45466 -0.246
O 2.55750 -0.18707 -0.61247 -0.365
O -0.63337 1.60996 0.05646 -0.263
C -1.34812 0.60063 0.56983 -0.315
C -1.25157 -0.72848 0.14513 -0.497
H -1.65966 -1.54782 0.74376 0.298
H -1.22236 -0.93523 -0.94963 0.208
Sn 0.67827 0.22793 -0.40774 0.179
```

# 4
This record from the OMol25 dataset describes a cluster of 2 separate species, C6H12O in total at a distorted geometry. The level of theory is wB97M-V/def2-TZVPD.

Calculated values
- E_HOMO (eV) = -8.309
- SMILES = C=C/C=C/CC.O
- relative energy (zero: lowest compared OMol25 entry of this formula, charge and spin) (kcal per mole) = 75.25
- molecular weight (g/mol) = 100.161
- energy (Ha) = -310.93936
- HOMO-LUMO gap (Eh) = 0.3067

The geometry in XYZ format:
```
19
Properties=species:S:1:pos:R:3:mulliken_charge:R:1
C 2.78013 -0.43585 -0.00760 -0.701
C 2.06473 0.47671 0.63328 -0.222
C 0.74287 0.14548 1.09074 -0.465
C -0.19477 -0.78550 0.57992 0.065
C -1.64137 -0.63210 0.66307 -0.360
C -2.54307 -0.85877 -0.61145 -1.030
H 3.86119 -0.45183 0.14585 0.254
H 2.28509 -1.12887 -0.70268 0.225
H 2.34458 1.37618 1.15665 0.336
H 0.30264 0.99695 1.69595 0.306
H 0.20171 -1.67863 0.05281 0.278
H -1.74310 0.37068 0.98776 0.237
H -2.24468 -1.31017 1.47830 0.217
H -2.12232 -1.66048 -1.29503 0.272
H -3.58420 -1.11919 -0.44689 0.338
H -2.46631 0.03404 -1.25905 0.258
O 0.57183 2.58925 -1.46778 -0.657
H 0.29220 2.02903 -0.68556 0.333
H 1.09287 2.04308 -2.00827 0.316
```

# 5
This record from the OMol25 dataset describes an isolated molecule of C3H5N3 at a distorted geometry. The level of theory is wB97M-V/def2-TZVPD.

Calculated values
- E_HOMO (eV) = -9.752
- SMILES = Cc1cn[nH]n1
- relative energy (zero: lowest compared OMol25 entry of this formula, charge and spin) (kcal per mole) = 40.80
- molecular weight (g/mol) = 83.094
- energy (Ha) = -281.52503
- HOMO-LUMO gap (Eh) = 0.3959

The geometry in XYZ format:
```
11
Properties=species:S:1:pos:R:3:mulliken_charge:R:1
C -1.62883 -0.40538 0.01176 -0.953
C -0.14531 -0.05949 -0.02522 0.587
C 0.61201 1.24239 0.00216 -0.115
N 1.89509 1.03402 -0.07981 -0.479
N 1.94976 -0.49560 -0.27908 -0.128
N 0.72341 -1.01268 -0.14239 -0.378
H -2.16410 0.21996 0.72978 0.301
H -2.09631 -0.26185 -0.97017 0.232
H -1.82923 -1.45485 0.28707 0.287
H 0.12985 2.23483 0.10542 0.373
H 2.55365 -1.04135 0.36047 0.274
```

# 6
This record from the OMol25 dataset describes a cluster of 10 separate species, C26H76N4O10 in total at a distorted geometry. The level of theory is wB97M-V/def2-TZVPD.

Calculated values
- E_HOMO (eV) = -9.119
- SMILES = COC[C@H](C)N.COC[C@H](C)N.COC[C@H](C)N.COC[C@H](C)N.CCO.CCO.CCO.CCO.CCO.O
- relative energy (zero: lowest compared OMol25 entry of this formula, charge and spin) (kcal per mole) = 23.18
- molecular weight (g/mol) = 604.912
- energy (Ha) = -2007.40475
- HOMO-LUMO gap (Eh) = 0.3419

The geometry in XYZ format:
```
116
Properties=species:S:1:pos:R:3:mulliken_charge:R:1
C 3.16980 -3.44095 -3.92789 -0.644
O 2.49532 -4.64860 -4.19913 -0.397
C 1.10217 -4.59058 -3.95903 -0.392
C 0.44884 -5.94528 -3.83486 0.391
C 0.96748 -6.91360 -2.75137 -1.364
N 0.40442 -6.71230 -5.11253 -0.729
H 2.54920 -2.60673 -4.28580 0.316
H 4.07438 -3.34520 -4.52825 0.278
H 3.39469 -3.38257 -2.86062 0.195
H 0.80817 -4.03251 -3.06441 0.095
H 0.72570 -4.10465 -4.86615 0.396
H -0.60776 -5.83396 -3.56789 0.370
H 1.74467 -6.37409 -2.20055 0.324
H 1.47583 -7.76603 -3.20958 0.411
H 0.23994 -7.47545 -2.16724 0.276
H 1.14541 -6.35759 -5.71705 0.266
H -0.42651 -6.50664 -5.66168 0.260
C -5.99311 5.17403 0.56579 -0.810
O -5.13450 4.70924 1.57120 -0.308
C -4.00661 5.49872 1.74933 -0.766
C -3.08493 5.02962 2.90502 0.350
C -2.06408 4.00729 2.40615 -1.265
N -3.87974 4.55838 4.03663 -0.750
H -6.56822 4.37384 0.09818 0.232
H -5.51619 5.72754 -0.24853 0.358
H -6.73265 5.84131 1.03033 0.290
H -3.39828 5.59129 0.83358 0.396
H -4.16755 6.57813 1.90810 0.432
H -2.50196 5.87806 3.27311 0.299
H -1.50360 3.51836 3.20388 0.472
H -1.34408 4.53845 1.78291 0.349
H -2.57738 3.24042 1.82163 0.154
H -4.81764 4.94657 3.97453 0.287
H -4.08605 3.56570 3.94214 0.290
C 0.78550 -2.81692 -0.30564 -0.024
O 1.01240 -1.43408 -0.13973 -0.150
C 0.23423 -0.57569 -0.92217 -1.016
C 0.49325 0.88690 -0.61883 1.928
C -0.01338 1.52204 0.66997 -1.206
N -0.13930 1.70651 -1.67613 -0.701
H 1.39235 -3.14044 -1.15579 -0.036
H -0.26541 -3.11787 -0.30460 0.530
H 1.18649 -3.28473 0.59408 -0.555
H 0.42373 -0.76762 -1.99060 0.278
H -0.85106 -0.75401 -0.89438 0.340
H 1.55996 1.14345 -0.63960 -0.453
H 0.62168 2.35321 0.97602 0.269
H 0.09097 0.81885 1.50841 0.337
H -1.07152 1.77533 0.69177 0.057
H 0.26197 1.40608 -2.56399 0.267
H -0.03845 2.70953 -1.65512 0.099
C 4.21909 3.08470 1.39091 -0.590
O 3.89511 4.15671 0.52389 -0.415
C 3.13233 3.79119 -0.60620 -0.363
C 3.91290 4.02236 -1.88862 0.514
C 3.04090 3.69562 -3.11880 -1.050
N 5.10158 3.15708 -1.95484 -0.745
H 4.72809 3.39663 2.29245 0.336
H 4.79479 2.29973 0.88275 0.326
H 3.27763 2.55221 1.57860 0.154
H 2.92014 2.72208 -0.49059 -0.065
H 2.19248 4.34205 -0.68133 0.286
H 4.12069 5.09854 -1.95094 0.265
H 2.24119 4.42500 -3.26422 0.242
H 2.58740 2.72099 -2.92201 0.090
H 3.63893 3.69357 -4.02780 0.409
H 5.66412 3.41542 -2.75963 0.279
H 5.65360 3.48141 -1.15584 0.241
C -4.85454 -0.74845 0.38841 -1.225
C -4.52481 0.52947 -0.34174 0.423
O -5.06862 0.49757 -1.66080 -0.529
H -4.37460 -0.76021 1.36994 0.341
H -4.41702 -1.58172 -0.16681 0.303
H -5.92863 -0.89954 0.49551 0.423
H -3.45200 0.72485 -0.39079 -0.119
H -4.91966 1.41041 0.18284 0.039
H -5.90777 0.03166 -1.62346 0.325
C -0.60128 -5.92219 0.76447 0.427
C -1.34674 -6.39738 2.00209 -0.589
O -0.53211 -7.40036 2.68005 -0.536
H -1.31918 -5.57613 0.01284 0.294
H -0.01289 -6.67855 0.25024 0.189
H 0.01585 -5.11238 1.14468 -0.707
H -2.29908 -6.91900 1.87043 0.318
H -1.48234 -5.57250 2.69976 0.338
H -0.60619 -8.17738 2.11844 0.296
C -1.91378 4.90044 -4.36685 -1.088
C -0.43711 4.55720 -4.30335 0.503
O 0.37541 5.67231 -4.69748 -0.548
H -2.08435 5.69106 -5.09417 0.313
H -2.25968 5.23065 -3.38542 0.263
H -2.48106 4.01731 -4.66253 0.326
H -0.30683 3.76795 -5.05293 0.328
H -0.14327 4.18342 -3.32289 -0.414
H 0.72608 5.47459 -5.56695 0.320
C -0.50640 -0.43597 6.77957 -1.324
C 0.23701 -0.68798 5.47387 0.101
O 0.61462 0.54389 4.92049 -0.531
H 0.08723 0.26950 7.35836 0.304
H -0.88055 -1.30363 7.31688 0.379
H -1.43640 0.10325 6.54769 0.306
H -0.28540 -1.33380 4.76294 0.267
H 1.08977 -1.29317 5.82427 0.176
H 1.03912 0.38747 4.06355 0.278
C 2.00471 -3.69265 3.31092 -0.085
C 3.16967 -3.54069 2.29267 -0.123
O 4.36222 -3.50784 3.05954 -0.583
H 1.85878 -2.71098 3.76561 -0.093
H 2.26972 -4.37399 4.11443 0.397
H 1.08454 -3.98796 2.80121 -0.105
H 3.02297 -2.61452 1.72585 0.004
H 3.18565 -4.35959 1.56626 0.288
H 4.59944 -2.58412 3.16874 0.342
O 2.19740 -0.23417 2.70332 -0.395
H 3.12869 -0.25468 2.95133 0.202
H 2.17378 -0.55751 1.78756 0.241
```

# 7
This record from the OMol25 dataset describes a cluster of 2 separate species, C3H8OS in total at a distorted geometry. The level of theory is wB97M-V/def2-TZVPD.

Calculated values
- E_HOMO (eV) = -8.979
- SMILES = CC=O.CS
- relative energy (zero: lowest compared OMol25 entry of this formula, charge and spin) (kcal per mole) = 14.80
- molecular weight (g/mol) = 92.163
- energy (Ha) = -592.49446
- HOMO-LUMO gap (Eh) = 0.3626

The geometry in XYZ format:
```
13
Properties=species:S:1:pos:R:3:mulliken_charge:R:1
C -2.78815 -0.36890 -0.10729 -0.921
C -1.28911 -0.34411 0.13203 0.248
O -0.66699 -1.35996 -0.01320 -0.496
H -3.24573 0.42568 0.48956 0.303
H -2.97222 -0.25880 -1.16652 0.263
H -3.20913 -1.28060 0.31421 0.269
H -0.86344 0.64334 0.36465 0.315
C 2.38581 0.50753 -0.49884 -0.333
S 3.38129 0.85726 1.03467 -0.206
H 3.00820 -0.06708 -1.17646 0.311
H 2.00039 1.42310 -0.93259 0.258
H 1.55831 -0.11911 -0.18383 -0.129
H 2.70076 -0.05837 1.74362 0.117
```